# 1
Density functional theory data (ωB97M-V/def2-TZVPD) for a structure of composition C48H52BiBrCl4N5O3P3STe.

```
! RIJCOSX wB97M-V def2-TZVPD def2/J DEFGRID3
* xyz -2 1
Bi -1.1641 0.0329 0.3383
Te 3.8640 -0.2274 -3.0517
Br 0.2221 -0.2782 2.4430
Cl -4.5642 -6.1642 1.6849
Cl -1.6487 -5.2681 1.1184
Cl -6.8469 -4.0598 1.8663
Cl -6.2403 -1.0652 1.2405
S -2.8828 -0.6424 -3.2804
P -3.1690 2.1534 2.6249
P 0.8866 -1.5191 -1.8909
P 2.0048 0.7272 -0.4790
O -3.3989 -0.5687 0.5578
O -1.9353 0.1924 -2.5325
O -1.3897 -2.3223 0.7666
N -1.9414 1.8445 1.2531
N -1.6502 2.2497 5.1403
N 7.6497 -2.0675 -0.5007
N -3.0302 0.2986 4.7893
N -4.0302 2.3225 5.6563
C 1.2156 -2.1189 -3.5929
C 0.7078 -1.9632 -5.9456
C -3.6708 -1.7990 0.8922
C 2.0440 -4.2887 0.9054
C 1.6704 -2.9159 -6.2270
C 0.4823 -1.5681 -4.6379
C 6.1903 0.7038 1.4895
C -2.5894 -2.7516 0.9361
C -4.2232 -4.4953 1.4135
C -4.9566 -2.2274 1.1968
C 1.5143 3.5422 -3.4363
C -1.7081 2.7492 3.7408
C 0.7050 -4.3114 -1.5124
C -4.4600 -0.6807 -2.3326
C 1.6163 -5.4894 0.3651
C -2.1956 2.8471 0.2135
C -3.2647 0.4291 3.3578
C -2.7514 2.7819 6.0372
C 2.1957 -3.0654 -3.8878
C 5.1112 0.0594 2.0707
C 5.9984 1.4546 0.3431
C -5.2420 -3.5676 1.4620
C 1.8490 4.7212 -2.7915
C 6.7974 -0.7486 -2.3028
C -2.2297 4.2747 0.7949
C 5.4822 -1.0601 -1.9666
C -1.7517 0.7338 5.1885
C -3.5168 0.4998 -4.6052
C 2.2624 4.6903 -1.4684
C 6.3932 -2.3695 -0.1908
C 0.9361 -5.4951 -0.8404
C 3.6558 0.8821 0.3347
C 3.8563 0.1464 1.4999
C 1.6103 2.3357 -2.7688
C 4.7423 1.5461 -0.2301
C -2.9144 -4.0894 1.1612
C -4.0525 0.8678 5.6353
C -4.3345 2.7970 4.2866
C 2.4488 -0.6808 -1.4942
C 2.0555 2.2891 -1.4518
C -3.5366 2.5876 -0.4884
C 1.1977 -3.1095 -1.0151
C 5.2912 -1.9030 -0.8774
C 7.8256 -1.2660 -1.5430
C -1.0768 2.8584 -0.8422
C 2.4131 -3.4644 -5.1919
C 2.3600 3.4864 -0.8030
C 1.8363 -3.1067 0.2192
H 8.8583 -1.0217 -1.7729
H 2.1804 -2.1692 0.6354
H -1.1081 3.7788 -1.4315
H -3.7169 1.4582 -4.1365
H -2.7230 3.8769 6.0006
H -1.7676 3.8416 3.7833
H -4.9405 -1.6349 -2.5308
H -3.5160 1.6064 -0.9532
H 1.7689 5.6651 -3.3135
H -2.5131 2.4391 7.0554
H 1.7908 -6.4175 0.8940
H -0.1135 2.8174 -0.3438
H -0.9745 0.3272 4.5377
H 7.0091 -0.0931 -3.1397
H -2.7412 0.6129 -5.3585
H 1.1602 3.5671 -4.4592
H -3.7401 3.3477 -1.2456
H -2.5746 -0.2448 2.8561
H -0.7411 2.5104 5.5287
H -5.3784 2.5281 4.0883
H -1.1535 2.0242 -1.5341
H -4.2751 0.0694 3.1529
H -2.4384 4.9814 -0.0110
H -4.2045 -0.6062 -1.2767
H 4.2871 -2.1631 -0.5741
H 2.7773 -3.5001 -3.0848
H 7.1805 0.6103 1.9186
H 1.3172 1.4154 -3.2658
H -4.3258 2.5941 0.2616
H 2.6722 3.4559 0.2341
H -1.5610 0.4450 6.2298
H 3.1667 -4.2110 -5.4084
H 0.5715 -6.4309 -1.2476
H -5.1118 0.1417 -2.6033
H 2.4981 5.6148 -0.9555
H -3.0116 4.3539 1.5441
H -3.9033 0.4964 6.6602
H -1.2711 4.5184 1.2518
H -5.0299 0.5459 5.2751
H 4.6149 2.1397 -1.1284
H 3.0175 -0.3552 1.9647
H -4.4120 0.0788 -5.0506
H 6.2694 -3.0235 0.6632
H 5.2494 -0.5224 2.9726
H 0.1253 -1.5325 -6.7510
H 2.5355 -4.2714 1.8680
H 1.8416 -3.2330 -7.2494
H -0.2798 -0.8315 -4.4129
H -4.3049 3.8991 4.3250
H 6.8384 1.9622 -0.1193
H 0.1484 -4.3187 -2.4426
H -0.7724 2.4706 3.2547
*
```

Values from the calculation:
- Molecular weight: 1430.26 Da
- LUMO level: 3.56 eV
- Relative energy (zero: lowest compared OMol25 entry of this formula, charge and spin): 1.07 kcal per mole
- Energy: -8679.37735 hartree

These are the Mulliken partial charges, in e, on atoms 1 to 8: 3.58, 0.47, -0.55, -0.26, -0.18, -0.28, -0.29, 0.34



# 2
Density functional theory data (ωB97M-V/def2-TZVPD) for a structure of composition C48H54AsMnN7S.

```
! RIJCOSX wB97M-V def2-TZVPD def2/J DEFGRID3
* xyz 0 6
As 0.3012 1.9275 0.8898
Mn 0.9946 -1.1538 -0.1108
S -0.3718 -2.6739 1.3687
N 7.3141 -2.7830 -4.4745
N 2.1652 -2.7548 -0.2831
N -2.1034 -4.9767 -3.2818
N 0.1350 -4.7900 -2.4674
N -0.1698 0.3905 -0.0257
N -2.5868 -1.3783 1.9994
N -1.1227 -1.9425 3.7613
C -3.7051 0.0541 -1.2088
C -3.3927 3.8939 1.8937
C -1.3231 0.0354 -0.7247
C -1.5978 -5.1979 -4.5138
C -1.4117 2.4036 3.1235
C -1.1961 -2.3819 6.1408
C 1.6641 5.4433 -2.0420
C 2.1717 6.5734 -2.8948
C -0.2579 -5.2464 -4.7732
C 2.7252 0.0385 -0.2127
C 2.2386 -3.3589 -1.4548
C 0.6463 -5.0356 -3.7029
C -1.4578 -1.9010 2.4643
C -0.3445 1.6445 3.8759
C -2.6204 0.4965 -0.4644
C -1.1814 -4.8014 -2.3419
C 1.2942 4.6934 1.6455
C 5.6047 -1.6925 -2.8670
C 1.2196 4.5028 0.1490
C 3.5494 -0.5100 -2.5095
C 2.9393 -3.1836 0.7565
C -2.3442 3.7382 -0.3449
C -1.1946 -0.8980 -1.7708
C 3.7501 -0.5293 -1.1249
C 1.1703 4.2788 -2.6040
C -3.5585 -0.4570 2.5937
C -2.3384 3.4100 1.1246
C 0.1451 2.0261 -2.5725
C -3.4881 3.6530 3.2573
C -1.9406 -1.7846 4.9608
C 0.6871 3.2218 -1.8342
C 5.8303 -1.7062 -1.4942
C 3.0837 -4.4541 -1.7298
C 3.0783 -5.0829 -2.9938
C -4.9578 -0.7995 2.1133
C -4.6292 4.2107 4.0631
C 3.9898 -4.7867 -0.6827
C 4.4584 -1.0820 -3.3758
C 2.0474 -5.1742 -3.9084
C -2.2799 -1.3588 -2.4962
C -3.5537 -0.8860 -2.2184
C -1.3418 2.6322 1.7384
C 4.9132 -1.1238 -0.6376
C 1.6758 5.5363 -0.6570
C 0.7058 3.3293 -0.4393
C 6.5551 -2.2990 -3.7604
C -2.4831 2.9082 3.8549
C 3.8849 -4.1751 0.5457
H -2.1358 -0.7276 5.1502
H -2.0407 2.8863 -0.9502
H 2.3156 -5.5493 -4.8903
H 1.1497 4.1825 -3.6842
H -5.5563 4.2030 3.4905
H 4.5421 -4.4549 1.3583
H -4.1659 4.4779 1.4061
H -1.5551 -4.6311 -1.3357
H -5.6712 -0.0742 2.5039
H -5.2542 -1.7942 2.4459
H 2.3974 1.0180 -0.5623
H 0.3145 4.6102 2.1185
H 3.2039 6.8194 -2.6427
H -2.1302 -2.0773 -3.2896
H -4.7837 3.6387 4.9775
H -2.6516 -1.4439 0.9901
H 0.1951 2.1958 -3.6473
H 6.7226 -2.1786 -1.1055
H 0.6118 2.1692 3.8366
H -0.6282 1.5395 4.9235
H 2.8007 -2.6923 1.7088
H -2.5283 2.7179 4.9226
H -3.2909 0.5627 2.3068
H 1.6937 5.6784 1.8803
H -0.1990 -1.2251 -2.0966
H -1.7677 -2.2425 7.0564
H 3.0641 0.1104 0.8240
H 2.0580 6.4367 -0.1877
H -0.2283 -1.8948 6.2689
H -1.6573 4.5560 -0.5690
H 0.7086 1.1206 -2.3408
H -5.0094 -0.7749 1.0248
H -4.4293 5.2450 4.3497
H 4.2850 -1.0749 -4.4435
H -0.1739 0.6508 3.4618
H 5.0887 -1.1493 0.4300
H 2.6537 -0.0470 -2.9103
H -2.8980 -2.2917 4.8192
H 4.0111 -5.5637 -3.2779
H -3.3439 4.0387 -0.6577
H 2.1331 6.3175 -3.9522
H -3.5120 -0.5040 3.6725
H 0.1120 -5.4512 -5.7692
H 1.9450 3.9463 2.1078
H -0.8941 1.8199 -2.3170
H -4.6881 0.4545 -0.9890
H 1.6619 -2.9268 -2.2649
H -2.7733 1.2147 0.3261
H -4.4034 -1.2318 -2.7900
H 4.7383 -5.5495 -0.8560
H 1.5750 7.4741 -2.7426
H -1.0321 -3.4503 5.9996
H -2.3227 -5.3478 -5.3070
H -0.2428 -2.4183 3.8971
*
```

Values from the calculation:
- ⟨S²⟩: 8.9773
- Molecular weight: 890.94 Da
- LUMO level (alpha / beta): -0.92 / 0.00 eV
- Energy: -6029.69728 hartree

These are the Mulliken partial charges, in e, on atoms 1 to 8: 0.78, -0.42, -0.71, -0.54, 0.88, -0.67, -0.24, 1.98



# 3
Density functional theory data (ωB97M-V/def2-TZVPD) for a cluster of 2 separate species, C48H54N2O3Si in total.

```
! RIJCOSX wB97M-V def2-TZVPD def2/J DEFGRID3
* xyz 0 1
Si 1.3850 -0.7274 -0.5759
O 2.9028 4.7317 5.2653
O 0.1151 -1.5749 -1.2497
O 1.8209 5.2040 7.2301
N -3.2819 -2.5300 -2.1645
N 0.8222 2.6958 7.2076
C 2.0060 4.4770 6.2677
C -2.2923 -0.1557 0.7279
C 0.1000 2.6665 11.1735
C 0.0568 0.5103 5.4865
C -0.7785 1.7438 11.7630
C -1.2554 -1.7494 -0.9803
C -0.7039 -4.9309 1.1184
C 3.5327 7.1083 5.6217
C -2.9526 -4.1285 1.5342
C -9.8596 -0.8137 -1.3270
C 1.4970 0.8750 -1.5096
C -5.4060 -1.9172 -1.1922
C -3.1103 2.0102 0.0306
C -8.0727 -2.4716 0.0270
C 1.2647 3.1872 6.1090
C -0.5409 -0.0372 4.3565
C 1.0180 -0.5112 1.2328
C 1.5155 6.4881 4.2152
C 2.8286 -1.8662 -0.8740
C -1.2855 0.7867 9.5821
C 0.2648 2.6543 9.7912
C -10.2885 -2.0722 -0.8760
C -2.7104 -3.0603 0.6653
C -1.9441 -5.0732 1.7424
C -1.8878 -0.4105 -0.5793
C -1.2441 -3.5756 -2.8170
C -8.5615 -0.3553 -1.0596
C 3.8386 5.9720 3.4592
C -0.7429 1.0394 6.5110
C -0.3953 1.7182 8.9854
C -1.4627 -2.8986 0.0556
C -9.3832 -2.8938 -0.1907
C -7.6138 -1.2116 -0.4356
C -1.8603 -2.2453 -2.3239
C -2.1467 1.0103 6.4247
C -1.9369 -0.0347 4.2543
C -2.2998 -4.6581 -2.5934
C 2.9209 6.1019 4.6655
C -6.1724 -0.9802 -0.4887
C -2.6005 1.7954 -1.2500
C -2.7404 0.4975 5.2720
C -3.6247 -3.9424 -2.3097
C -4.2154 -1.6156 -1.8746
C -0.0787 1.8033 7.5671
C -2.9531 1.0437 1.0257
C -0.4625 -3.8451 0.2705
C -1.4766 0.8121 10.9700
C -1.9567 0.5909 -1.5496
H -2.1729 0.1089 11.4459
H 1.2488 2.7374 5.1056
H -3.8280 0.5119 5.1714
H 0.6500 3.4036 11.7633
H -1.7124 -1.4651 -3.0904
H 2.3277 1.4832 -1.1213
H 0.0880 -0.4750 3.5812
H -7.3526 -3.1354 0.5060
H -2.0407 -5.2963 -1.7419
H 0.0921 -5.6621 1.2740
H -1.8196 0.0628 8.9590
H 0.6082 -1.4398 1.6563
H 3.1218 7.0123 6.6280
H 1.0519 5.6454 3.6835
H -11.3024 -2.4323 -1.0950
H -4.3220 -4.0673 -3.1567
H -8.2216 0.6197 -1.4222
H 2.9648 -2.0401 -1.9520
H 1.1419 0.5125 5.5965
H 4.8867 5.9201 3.7797
H -2.4219 -0.4965 3.3906
H 0.8841 6.7764 5.0661
H -5.7312 -0.0185 -0.2091
H -4.0314 -0.5747 -2.1740
H -0.2744 -3.7836 -2.3459
H 3.7323 6.8418 2.8006
H 0.9031 3.3792 9.2906
H -2.1381 -5.9308 2.3879
H -3.3358 1.2032 2.0357
H 3.3638 8.1281 5.2540
H -3.9281 -4.2081 2.0251
H -3.5115 -2.3527 0.4341
H 1.5496 7.3333 3.5121
H 1.9420 -0.2678 1.7769
H 0.2956 0.2960 1.4129
H -2.6971 2.5523 -2.0323
H -4.1235 -4.3276 -1.4031
H -3.6438 2.9366 0.2565
H -2.7327 1.4160 7.2521
H -0.9292 1.7596 12.8456
H -1.5193 0.4224 -2.5366
H -2.0989 -0.9023 1.5006
H -10.5373 -0.2088 -1.9315
H 3.6039 5.0705 2.8837
H -9.6928 -3.8886 0.1280
H 0.4980 -3.7423 -0.2375
H 1.6739 0.6809 -2.5780
H 4.6176 6.9556 5.6706
H -1.0783 -3.4426 -3.8963
H 2.6761 -2.8412 -0.3874
H 0.5683 1.4549 -1.4210
H 3.7434 -1.4120 -0.4672
H -5.7952 -2.9474 -1.2831
H -2.3982 -5.2835 -3.4850
*
```

Values from the calculation:
- Molecular weight: 735.06 Da
- LUMO level: -2.95 eV
- Relative energy (zero: lowest compared OMol25 entry of this formula, charge and spin): 0.00 kcal per mole
- Energy: -2486.08456 hartree

These are the Mulliken partial charges, in e, on atoms 1 to 8: 0.28, -0.42, -0.31, -0.63, 0.14, -0.21, 0.28, -0.66



# 4
Density functional theory data (ωB97M-V/def2-TZVPD) for a structure of composition C48H55BF2OP2PdSb.

```
! RIJCOSX wB97M-V def2-TZVPD def2/J DEFGRID3
* xyz -1 1
Sb 2.2749 0.9087 -1.2189
Pd -0.5070 0.4551 -0.1972
P -0.3062 0.3098 2.3581
P -1.7948 -1.6085 -0.8976
F -2.1125 2.1409 -2.2002
F -2.0207 3.1264 -0.2263
O -1.4360 -2.3455 1.8675
C -2.8779 -0.8024 5.4182
C 4.4384 -1.2366 -0.9736
C -1.4494 -0.6569 3.4586
C -2.0374 4.5560 3.2355
C 2.3390 0.9259 2.9897
C 4.4224 0.2902 -0.9094
C -2.8230 -5.6261 -0.2100
C -2.4426 -5.7879 1.1150
C -5.8902 -1.1876 -1.5106
C -6.2398 -0.3117 -0.4913
C -2.8646 3.4736 2.9668
C -2.1553 -3.2904 -0.1394
C -0.1305 3.0917 3.0913
C -0.6696 4.3566 3.2984
C 1.2086 0.2357 3.4222
C 1.9175 0.3268 -3.3356
C -1.2893 -2.6777 -5.3810
C -1.8709 -3.4681 1.2116
C -5.2545 0.1808 0.3536
C -1.9069 -0.1521 4.6736
C 1.6715 -1.1773 -3.2728
C -4.5665 -1.5717 -1.6782
C 2.4789 3.1275 -1.2763
C -0.9450 2.0028 2.8015
C 1.3897 3.7313 -2.1560
C -3.5702 -1.0742 -0.8430
C -2.9813 -2.5242 3.7347
C -2.0756 -1.2037 -3.6466
C 2.2236 3.5915 0.1554
C 3.5001 0.9555 3.7470
C 2.4819 -0.5070 5.3446
C 1.3089 -0.5019 4.6006
C -0.8400 -3.5632 -4.4099
C 3.0316 0.6148 -4.3353
C 3.5762 0.2392 4.9333
C -1.6620 -2.1018 -2.6642
C -1.8939 -1.4905 -4.9925
C -3.4291 -1.9775 4.9267
C 0.6264 0.9684 -3.8382
C 5.5568 0.8221 -1.7812
C -3.9323 -0.1933 0.1675
C 3.8264 3.6687 -1.7386
C -1.0155 -3.2712 -3.0658
C -1.9680 -1.8796 3.0310
C -2.3231 2.2202 2.7521
C -2.6689 -4.3902 -0.8232
C 4.7138 0.6920 0.5357
C -1.9639 -4.7040 1.8348
B -1.5892 2.0287 -0.9244
H 4.7386 1.7776 0.6626
H 2.5668 -1.7422 -3.0220
H -2.4563 5.5423 3.3891
H 3.9721 0.2880 1.2272
H -0.3396 -4.4792 -4.6988
H 1.2169 3.3113 0.4797
H 2.9509 3.1859 0.8620
H -2.5259 -0.2616 -3.3525
H -0.6432 -3.9646 -2.3212
H -3.2227 -0.3809 6.3529
H -3.1443 0.2322 0.7773
H -1.6646 -4.8109 2.8687
H 5.3666 -1.6086 -0.5182
H 0.9411 2.9738 3.1533
H 2.6585 0.4117 -5.3482
H -5.5081 0.8779 1.1430
H -1.5171 0.7983 5.0171
H 3.7503 4.7583 -1.8534
H 0.3326 0.4608 -4.7665
H -1.1517 -2.9030 -6.4310
H 6.4800 0.2908 -1.5073
H 2.2961 4.6864 0.2029
H 3.8953 -0.0306 -4.1819
H 4.4181 -1.6012 -1.9998
H 1.2954 4.7986 -1.9173
H -3.4268 -3.4304 3.3533
H 0.9069 -1.4167 -2.5337
H -4.2189 -2.4794 5.4719
H -3.2290 -6.4600 -0.7677
H -3.9372 3.6097 2.9064
H 2.5335 -1.0914 6.2552
H 5.6956 0.3036 0.8416
H -7.2708 -0.0045 -0.3669
H 4.4855 0.2480 5.5209
H -2.9429 -4.2813 -1.8644
H 1.6436 3.6579 -3.2123
H 4.6136 3.4793 -1.0071
H -6.6495 -1.5748 -2.1792
H 3.6009 -1.6876 -0.4351
H -0.1940 0.8784 -3.1235
H -2.9895 1.3946 2.5442
H 0.4184 3.2639 -1.9953
H 4.1442 3.2583 -2.6975
H -4.3165 -2.2654 -2.4723
H -0.0078 5.1879 3.5085
H 2.3011 1.4391 2.0397
H -2.2207 -0.7767 -5.7380
H 4.3549 1.5212 3.3964
H -2.5233 -6.7552 1.5946
H 1.3150 -1.5316 -4.2470
H 0.7487 2.0217 -4.0692
H 3.3658 1.6544 -4.3157
H 5.7438 1.8807 -1.6214
H 5.4023 0.6675 -2.8438
H 0.4643 -1.0800 4.9523
*
```

Values from the calculation:
- Molecular weight: 986.90 Da
- LUMO level: 2.55 eV
- Relative energy (zero: lowest compared OMol25 entry of this formula, charge and spin): 0.00 kcal per mole
- Energy: -3212.87142 hartree

These are the Mulliken partial charges, in e, on atoms 1 to 8: 0.17, 1.17, 1.87, 1.81, -0.01, -0.11, -0.26, -1.09